Record 1
Below is a 3-piece molecular cluster, C6H15NO overall at a distorted geometry, with properties calculated with ωB97M-V with the def2-TZVPD basis set.

Geometry as XYZ:
```
23
Properties=species:S:1:pos:R:3:forces:R:3
C -0.6525 0.2364 -0.8197 3.62 0.47 -0.83
C -0.2410 -0.1647 0.4797 -4.67 -0.94 1.91
C 1.5245 0.3009 -1.0263 -0.93 0.51 -1.22
C -2.2142 -0.5240 1.1230 1.85 -0.05 0.22
C 0.1887 0.7733 1.5771 0.18 0.29 0.06
C 2.5242 -0.6629 -0.4354 -0.17 -0.17 0.26
N -1.1125 -0.6471 -1.7532 -0.03 -0.41 -0.04
O -1.0520 1.4974 -1.0878 -0.16 0.32 0.27
H -0.8617 2.0670 -0.3306 0.11 -0.04 -0.11
H 0.0732 -1.1951 0.5714 0.32 0.15 -0.24
H -1.5113 -0.2390 -2.5860 0.03 0.02 0.22
H -1.5994 -1.4590 -1.4076 0.04 0.06 0.06
H 1.4100 0.1323 -2.0981 0.11 0.05 -0.04
H 1.8076 1.3448 -0.8749 -0.12 0.04 0.11
H -0.4109 1.6845 1.6608 -0.24 -0.14 -0.20
H -2.7139 0.4327 1.2790 0.11 -0.02 -0.07
H -2.0573 -1.0391 2.0720 -0.16 0.08 0.01
H -2.7957 -1.1631 0.4566 0.14 0.10 -0.05
H 0.0819 0.2715 2.5401 0.02 -0.03 -0.12
H 1.2174 1.1282 1.5001 0.14 -0.25 -0.20
H 2.7221 -0.4574 0.6216 -0.07 -0.09 -0.01
H 2.1735 -1.6970 -0.5214 0.05 0.01 0.05
H 3.4991 -0.6206 -0.9403 -0.18 0.05 -0.03
```
Positions in Å, forces in eV/Å.

Computed properties:
Energy relative to the best compared isomer or geometry (same formula, charge and spin) in kcal per mole: 117.35
Charge: 0
DFT total energy in eV: -9998.66856
LUMO energy in eV: 0.80
E_HOMO in eV: -6.50
Spin multiplicity: 1

***

Record 2
Below is a 2-piece molecular cluster, C6H15NO overall at a distorted geometry, with properties calculated with ωB97M-V with the def2-TZVPD basis set.

Geometry as XYZ:
```
23
Properties=species:S:1:pos:R:3:forces:R:3
C -0.0750 1.4309 -2.3153 -0.71 -0.22 -0.67
C 0.9303 1.5878 -1.1979 1.40 -1.22 0.25
C 2.2194 0.8393 -1.5990 -0.88 -0.12 -0.54
N 2.4660 -0.2706 -0.8385 0.74 -0.82 -0.25
O 2.8702 1.0606 -2.5959 0.19 0.38 0.05
H 0.0462 0.4885 -2.8458 0.44 -0.19 0.01
H 0.0089 2.1951 -3.0870 -0.04 0.12 0.18
H -1.1149 1.3398 -1.9845 0.14 0.60 0.27
H 1.1854 2.6028 -0.8966 -0.33 0.01 -0.03
H 0.6549 0.9572 -0.3567 -0.68 0.79 0.43
H 3.0383 -0.9743 -1.3011 -0.01 0.41 0.34
H 1.8649 -0.6258 -0.1162 -0.19 0.30 -0.06
C -2.3453 -1.4372 1.1935 0.01 -0.58 0.74
C -0.9232 -0.8864 1.2232 0.26 0.31 -0.19
C -0.4314 -0.5581 2.6309 -1.38 0.18 -0.10
H -3.0611 -0.6218 1.2039 -0.19 0.06 -0.23
H -2.5494 -2.0092 2.1115 0.14 0.10 -0.10
H -2.5624 -2.1473 0.3925 0.10 0.40 -0.23
H -0.1949 -1.5596 0.7743 -0.10 -0.38 -0.15
H -0.8758 0.0208 0.6082 -0.10 -0.11 0.09
H -0.5142 -1.4331 3.2642 0.83 -0.48 0.01
H 0.5357 -0.0680 2.5979 0.15 -0.15 0.40
H -1.1729 0.0687 3.1341 0.21 0.60 -0.21
```
Positions in Å, forces in eV/Å.

Computed properties:
SMILES: CCC(N)=O.CCC
Energy relative to the best compared isomer or geometry (same formula, charge and spin) in kcal per mole: 17.82
Charge: 0
DFT total energy in eV: -10002.98459
LUMO energy in eV: 0.82
E_HOMO in eV: -9.63
Spin multiplicity: 1

***

Record 3
Below is a 2-piece molecular cluster, C6H15NO overall at a distorted geometry, with properties calculated with ωB97M-V with the def2-TZVPD basis set.

Geometry as XYZ:
```
23
Properties=species:S:1:pos:R:3:forces:R:3
C 1.4820 -3.4406 0.4599 4.83 2.39 -6.20
C 1.3667 -2.4344 -0.5219 -0.71 -1.58 2.78
C 0.2014 -1.5088 -0.4936 -1.15 0.40 -1.77
C 0.6597 -0.0534 -0.9738 0.26 -0.20 0.30
N 0.0384 0.8677 -0.0485 -1.94 -0.44 -0.71
C -1.4149 1.1250 -0.3063 -1.42 -0.61 1.25
C -1.5952 2.6571 -0.3922 0.16 0.96 0.04
H 2.4935 -3.9150 0.2401 -1.32 0.03 0.98
H 0.9043 -3.9078 1.1716 -1.74 -0.19 1.33
H 2.1401 -2.0521 -1.2628 -0.53 -1.50 1.24
H -0.1209 -1.3644 0.5164 -0.05 0.06 0.73
H -0.7943 -1.9703 -0.9731 2.25 1.23 0.27
H 0.4283 0.1752 -2.0245 -0.37 -0.29 0.01
H 1.7766 0.1786 -0.9355 -1.20 -1.05 0.35
H 0.5242 1.7326 0.0731 0.23 0.38 -0.21
H -2.0937 0.6925 0.5362 1.36 0.89 -0.71
H -1.9346 0.5113 -1.1479 1.65 1.36 0.57
H -2.6127 3.0292 -0.4611 -0.46 -0.51 -0.32
H -1.2699 3.2644 0.5252 0.24 -1.29 -1.11
H -1.0714 3.0508 -1.2998 -0.21 -0.24 0.83
O 0.6179 1.1651 2.6564 0.87 -0.06 1.02
H -0.1118 1.7606 2.5745 -0.67 0.54 -0.05
H 0.3863 0.4367 2.0876 -0.08 -0.27 -0.63
```
Positions in Å, forces in eV/Å.

Computed properties:
SMILES: C=CCCNCC.O
Energy relative to the best compared isomer or geometry (same formula, charge and spin) in kcal per mole: 87.60
Charge: 0
DFT total energy in eV: -9999.95843
LUMO energy in eV: 0.90
E_HOMO in eV: -8.76
Spin multiplicity: 1

***

Record 4
Below is a 2-piece molecular cluster, C6H15NO overall at a distorted geometry, with properties calculated with ωB97M-V with the def2-TZVPD basis set.

Geometry as XYZ:
```
23
Properties=species:S:1:pos:R:3:forces:R:3
C 2.3915 2.0170 -2.1627 0.02 0.31 1.82
C 2.8797 1.5161 -0.7628 2.07 -0.47 -0.01
C 2.1164 0.3450 -0.2152 -0.94 1.03 0.81
C 0.9797 0.4994 0.5103 0.38 -0.63 -2.23
N -0.0366 -0.4458 0.4534 -0.69 -0.17 1.20
C -1.4064 0.0914 0.6567 1.02 -0.21 0.43
C -1.6327 0.2750 2.1793 0.24 -0.39 -1.27
H 2.9630 2.8287 -2.6078 0.22 0.34 0.52
H 1.3718 2.3726 -1.9508 0.04 -0.46 -1.02
H 2.5716 1.2109 -2.8539 -0.94 -0.50 -0.34
H 3.9169 1.1671 -0.9091 -0.11 0.14 0.02
H 3.0088 2.2660 0.0214 -0.49 0.45 -0.31
H 2.4121 -0.6498 -0.5090 -0.19 -0.21 -0.43
H 0.6561 1.4379 0.9402 0.26 0.28 -0.04
H 0.0936 -1.1349 -0.2641 -0.20 0.05 -0.11
H -2.1218 -0.5399 0.1235 0.03 -0.05 0.38
H -1.4234 1.0671 0.1817 -0.32 0.34 -0.20
H -0.7072 0.7586 2.5134 -0.43 -0.10 0.44
H -2.4987 0.8983 2.3855 -0.04 0.03 0.12
H -1.7403 -0.7132 2.6284 0.06 0.21 0.23
O -4.5104 -5.0980 0.2096 -0.54 -0.13 1.31
H -5.4240 -5.1905 -0.0966 0.79 0.12 -0.50
H -3.8598 -4.9791 -0.4714 -0.25 0.01 -0.81
```
Positions in Å, forces in eV/Å.

Computed properties:
SMILES: CC/C=C/NCC.O
Energy relative to the best compared isomer or geometry (same formula, charge and spin) in kcal per mole: 56.45
Charge: 0
DFT total energy in eV: -10001.30927
LUMO energy in eV: 0.79
E_HOMO in eV: -7.43
Spin multiplicity: 1

***

Kohn-Sham gap (computed, eV): 7.30, 10.45, 9.66, 8.22